ORCA calculation (ωB97M-V/def2-TZVPD) on an isolated molecule of C4H8O2.

The geometry in XYZ format:
```
14
Properties=species:S:1:pos:R:3:forces:R:3
C 1.506878 0.144173 -0.583200 1.24 -2.58 -0.82
C 0.608594 -0.466029 0.602962 0.67 2.29 -2.64
C -0.527190 0.606052 0.935477 2.33 2.04 4.19
O -0.557810 1.560334 -0.037691 -2.88 0.36 -0.24
C -0.843388 -0.632733 0.387015 -3.23 -2.40 -0.01
O -1.708990 -0.281394 -0.793923 1.33 -5.28 -1.23
H 2.014001 -0.764257 -1.056099 -0.19 0.94 0.74
H 1.009695 0.545879 -1.503768 -0.23 -0.17 1.46
H 2.346740 0.853702 -0.354703 -1.08 -0.63 0.43
H 0.834509 -1.325624 1.249048 1.16 1.02 -0.27
H -0.743629 0.935380 2.022931 0.29 -0.60 -1.88
H -1.430946 1.116106 -0.513976 2.76 2.21 0.24
H -1.076440 -1.386082 1.231634 -1.25 0.75 -2.27
H -1.432027 -0.905513 -1.585713 -0.92 2.04 2.30
```
Positions in Å, forces in eV/Å.

Values from the calculation:
* lowest unoccupied orbital energy: 0.018 Ha
* orbital gap: 9.6 eV
* energy above the lowest of the compared OMol25 structures with the same formula, charge and spin: 110.0 kcal per mole
* HOMO level: -9.082 eV
* largest force on an atom: 0.1086 Eh/bohr
* SMILES string: C[C@H]1[C@@H](O)[C@H]1O
* calculated total energy: -307.53715 a.u.

***

ORCA calculation (ωB97M-V/def2-TZVPD) on a structure of composition C24H20F3LiN4O9P2S.

The geometry in XYZ format:
```
64
Properties=species:S:1:pos:R:3:forces:R:3
Li -1.521484 -0.342866 1.172265 1.01 0.24 -0.56
O -3.251029 0.245463 4.748348 0.09 -0.15 -0.15
P -3.291134 0.304663 3.117778 -0.03 -0.05 0.50
O -4.476408 1.115279 2.725686 -0.07 -0.04 -0.05
O -1.919792 0.685391 2.631425 -0.32 -0.06 0.23
O -3.563708 -1.262419 2.787285 -0.10 0.26 -0.41
P -3.902703 -1.793260 1.234321 -0.11 -0.28 0.17
O -5.103202 -0.792900 0.818162 0.13 0.21 0.26
O -4.410133 -3.180134 1.315126 0.04 0.11 -0.01
O -2.665065 -1.491340 0.427089 -0.54 -0.18 0.06
H -2.482311 -0.285833 4.991626 -0.05 0.10 0.02
H -5.061124 0.037131 1.358130 0.03 -0.26 -0.15
F -0.509366 -0.997107 -6.701390 -0.02 0.01 -0.02
C -1.657669 -0.362521 -6.369698 0.03 -0.02 0.01
F -1.677800 0.782457 -7.080703 0.00 -0.03 -0.04
F -2.658341 -1.134194 -6.851663 0.01 0.00 -0.06
C -1.781367 -0.139496 -4.897614 -0.04 0.07 0.01
C -1.706519 1.133679 -4.361273 0.07 -0.01 0.01
C -1.828809 1.264495 -2.981168 0.02 -0.15 0.04
N -2.026605 0.229825 -2.177074 -0.09 0.03 -0.03
C -2.085113 -0.992018 -2.700297 -0.04 0.01 0.16
C -1.968970 -1.231143 -4.062207 0.04 -0.01 0.00
H -1.539847 1.995221 -4.992211 -0.02 0.02 0.02
H -1.758083 2.230730 -2.494170 0.00 -0.03 -0.01
H -2.241249 -1.793308 -1.980202 -0.01 0.08 -0.05
H -2.027922 -2.235491 -4.462724 -0.01 0.01 0.03
O 0.983952 1.798950 -1.762353 -0.01 -0.14 0.04
C 1.228558 0.965601 -0.902342 0.07 0.18 0.20
N 2.550527 0.526718 -0.667008 0.00 -0.25 -0.06
C 2.614296 -0.234254 0.560510 -0.09 -0.06 -0.08
C 1.072940 -0.411058 0.805687 0.11 -0.06 0.05
O 0.642246 -1.139213 1.699465 -0.02 0.13 -0.14
N 0.366305 0.332993 -0.046716 -0.01 -0.06 0.03
C 3.253383 -1.606678 0.374937 0.03 0.05 -0.01
C 3.118848 -2.264319 -0.846703 0.01 0.02 0.00
C 3.647053 -3.532861 -1.032816 0.00 0.02 0.01
C 4.320706 -4.171702 0.001871 -0.02 0.04 0.00
C 4.447145 -3.530900 1.225363 -0.01 0.04 -0.01
C 3.915527 -2.259080 1.410410 -0.03 -0.03 0.01
C 3.263411 0.564808 1.685708 -0.02 -0.02 0.06
C 4.579545 1.000206 1.529823 0.02 -0.01 0.02
C 5.204918 1.753967 2.510776 -0.02 0.00 0.03
C 4.519580 2.081013 3.676298 -0.02 -0.02 -0.05
C 3.212146 1.648276 3.842400 0.02 -0.01 -0.01
C 2.585073 0.891792 2.856626 -0.02 0.04 -0.04
H 3.302086 1.132001 -0.947280 -0.03 0.14 0.02
H 2.586601 -1.765477 -1.647614 0.02 -0.02 0.02
H 3.525206 -4.029031 -1.989119 0.00 0.01 0.02
H 4.730903 -5.164760 -0.142617 -0.01 0.02 0.01
H 4.957007 -4.023735 2.045955 -0.02 0.02 -0.01
H 4.006159 -1.775117 2.375163 0.00 -0.01 -0.02
H 5.125486 0.733206 0.629730 -0.02 0.00 0.02
H 6.227968 2.084672 2.370365 -0.02 -0.01 -0.01
H 5.002629 2.672720 4.445504 -0.01 -0.01 -0.01
H 2.668038 1.900363 4.745924 0.01 -0.01 -0.05
H 1.564224 0.551976 2.990314 0.06 0.02 0.03
S -4.221475 4.014105 1.492108 0.14 0.01 -0.11
C -5.136603 3.113873 0.361546 -0.07 0.05 0.08
C -4.315442 2.295128 -0.341970 0.17 -0.01 -0.02
N -2.978044 2.389804 -0.035913 -0.10 0.14 0.00
C -2.786819 3.249940 0.909991 -0.17 -0.01 0.04
H -6.212795 3.182824 0.326534 0.08 -0.04 -0.02
H -4.634360 1.567040 -1.076226 0.05 0.04 0.04
H -1.821181 3.465896 1.350834 -0.09 -0.07 -0.08
```
Positions in Å, forces in eV/Å.

Values from the calculation:
* lowest unoccupied orbital energy: 0.155 Ha
* orbital gap: 7.7 eV
* energy above the lowest of the compared OMol25 structures with the same formula, charge and spin: 14.1 kcal per mole
* HOMO level: -3.436 eV
* net charge: -2
* largest force on an atom: 0.0230 Eh/bohr
* calculated total energy: -3211.35002 a.u.

***

ORCA calculation (ωB97M-V/def2-TZVPD) on a cluster of 4 separate species, C32H66BClF8N5O7S in total.

The geometry in XYZ format:
```
121
Properties=species:S:1:pos:R:3:forces:R:3
C 2.837468 1.549270 1.657309 -0.50 -0.56 -0.16
C 2.606614 2.220218 0.142529 2.18 -0.78 1.17
O 1.198297 2.166042 -0.278154 0.42 0.10 -1.53
C 1.001658 2.511306 -1.680473 -0.37 1.28 1.10
C 0.240746 1.350509 -2.599232 3.67 1.86 -1.00
B 1.375645 0.345432 -3.225693 3.13 -3.26 -1.22
O 2.839233 0.511149 -2.911830 -3.24 1.26 -1.91
O 1.076886 -0.821232 -4.130213 1.01 4.08 1.00
C 1.945849 -0.710228 -5.345574 0.10 -0.43 -1.58
C -0.226498 2.234549 -3.947922 -1.65 -0.55 0.20
Cl 1.213237 3.008090 -4.839139 -1.43 -1.06 1.21
N -0.941348 1.353053 -4.914427 0.03 0.47 1.90
C -2.040206 0.515117 -4.319612 1.16 -0.91 -0.01
C -3.398772 0.903343 -5.216698 0.71 2.56 -1.46
F -4.348549 1.785928 -4.483685 2.51 -3.04 -1.99
F -2.937332 1.778561 -6.366360 -1.63 -2.91 3.62
C -4.077273 -0.383714 -5.964933 -0.77 0.09 -3.52
F -4.757647 0.160765 -7.199430 2.01 -1.89 4.22
F -3.072888 -1.374026 -6.495827 -3.06 3.46 2.22
C -5.202624 -1.212575 -5.141030 -2.48 -3.44 -0.65
F -4.523784 -2.167922 -4.187529 -2.40 3.70 -2.79
F -6.280480 -0.418356 -4.513816 4.35 -2.77 -1.88
F -5.888729 -2.115274 -6.140451 2.43 3.28 3.66
C -2.239317 0.742455 -2.695037 -3.57 1.77 -2.39
C -3.510147 -0.062592 -2.049868 -0.84 0.86 0.64
C -3.973763 0.836971 -0.715019 -1.77 -1.98 0.46
C -4.926912 2.115161 -1.095026 1.86 6.99 -0.53
O -4.337269 3.339898 -1.086446 -3.26 -7.58 -0.28
O -6.355231 2.073867 -1.444442 3.95 0.02 -0.03
N -0.940464 0.695237 -1.890602 -1.71 2.67 0.73
S -0.608087 -0.804621 -1.074027 6.09 -10.82 3.56
O 0.718453 -0.804608 -0.215358 -5.97 1.52 -4.20
O -0.697399 -2.076522 -2.006312 -0.66 6.66 3.20
F -1.745911 -1.183477 0.211087 1.52 2.06 -3.07
H 3.982543 1.590888 1.981383 -2.55 0.30 -0.91
H 2.563001 0.387707 1.665705 0.46 2.58 -0.28
H 2.149254 2.060064 2.463974 1.50 -0.87 -1.63
H 3.013917 3.319440 0.148543 -1.01 -1.93 -0.02
H 3.281796 1.589955 -0.577457 -1.43 1.19 1.09
H 2.026492 2.861322 -2.122877 -2.11 -1.10 0.37
H 0.292607 3.471413 -1.705921 1.27 -1.94 0.06
H 3.259680 1.141912 -3.568527 -0.52 -1.05 1.16
H 1.317096 -1.138715 -6.265177 1.32 0.78 2.18
H 2.931585 -1.346438 -5.243864 -2.05 1.45 -0.03
H 2.171018 0.418125 -5.633450 -0.27 -2.36 0.76
H -0.892171 3.128107 -3.534403 1.38 -1.83 -1.18
H -0.349237 0.863673 -5.608087 -0.49 0.43 0.98
H -1.730211 -0.621293 -4.450675 -1.08 2.19 -0.04
H -2.595542 1.883581 -2.608459 0.99 -2.34 0.02
H -3.333801 -1.190686 -1.803012 -0.06 2.23 -0.34
H -4.475342 -0.042634 -2.735829 2.43 0.13 1.03
H -3.050988 1.096979 -0.028529 -2.16 0.10 -1.40
H -4.649090 0.095316 -0.071352 1.48 1.61 -1.28
H -6.564107 2.894921 -2.010021 0.85 -1.37 1.46
H -1.140916 1.372296 -1.088159 0.33 -0.80 -0.55
C -0.358915 0.736284 6.841726 0.03 -0.15 -0.05
C -1.366647 1.154672 5.774554 0.23 0.10 0.02
N -0.835716 1.101157 4.409971 0.01 0.22 -0.42
C -1.673380 1.796467 3.430483 0.18 0.18 0.33
C -3.075560 1.249863 3.186931 -0.30 -0.02 -0.23
C -0.299569 -0.189634 3.972758 0.23 0.05 0.31
C -1.226587 -1.399706 4.031853 -0.01 -0.27 -0.07
H 0.570362 1.306321 6.752704 -0.10 -0.07 -0.06
H -0.772397 0.923523 7.838389 0.02 -0.04 -0.18
H -0.121862 -0.330812 6.781505 0.02 0.13 0.03
H -1.653812 2.190374 6.001935 -0.01 -0.12 -0.33
H -2.273568 0.550329 5.882521 -0.13 -0.07 0.09
H -1.143910 1.850002 2.470919 0.17 -0.15 0.10
H -1.771273 2.842028 3.750820 0.06 -0.15 0.12
H -3.053118 0.321139 2.613117 -0.04 -0.08 0.12
H -3.654392 1.971193 2.599434 0.01 0.02 0.07
H -3.623129 1.076415 4.117557 0.08 -0.02 -0.12
H 0.586730 -0.415051 4.579063 -0.15 0.12 0.03
H 0.092673 -0.096926 2.951641 -0.15 0.24 0.07
H -1.755614 -1.476856 4.986199 0.04 0.04 -0.10
H -0.639169 -2.316900 3.913756 -0.06 0.11 0.02
H -1.961496 -1.387561 3.225625 -0.07 -0.01 0.09
C -4.532358 -6.950238 4.410591 0.03 -0.13 -0.09
C -4.125146 -5.835434 3.450998 0.20 -0.07 0.19
N -2.702272 -5.849653 3.101621 0.25 0.30 -0.09
C -2.248351 -4.617191 2.453913 -0.08 -0.01 0.41
C -2.847610 -4.272352 1.095172 -0.01 0.12 -0.37
C -2.190433 -7.090800 2.516534 -0.06 -0.20 0.34
C -2.863829 -7.608335 1.249323 -0.01 -0.17 -0.27
H -3.902166 -6.951750 5.304615 -0.01 0.01 -0.14
H -5.569143 -6.804889 4.732016 0.14 0.00 -0.09
H -4.471842 -7.936021 3.938274 0.01 0.10 0.10
H -4.356161 -4.886869 3.954686 0.26 0.00 -0.22
H -4.763116 -5.878094 2.561859 -0.17 -0.02 -0.09
H -1.154990 -4.634604 2.363210 -0.11 -0.21 0.04
H -2.455913 -3.781177 3.134643 -0.11 -0.22 0.03
H -2.454397 -4.915502 0.305212 -0.12 0.02 0.03
H -2.582849 -3.243503 0.827052 -0.03 -0.12 0.07
H -3.939293 -4.337156 1.092163 0.09 -0.05 0.02
H -2.253847 -7.879178 3.277049 -0.09 0.18 -0.01
H -1.113953 -6.989964 2.326398 -0.18 0.26 0.08
H -3.955136 -7.609331 1.324469 0.10 0.03 0.02
H -2.552347 -8.642480 1.065542 -0.04 0.12 0.03
H -2.575193 -7.029158 0.370981 -0.13 -0.02 0.02
C 7.117391 1.153015 -0.218162 0.15 0.03 0.05
C 6.882100 2.505440 -0.885256 -0.05 0.01 0.29
N 6.615156 3.590870 0.062066 -0.39 0.17 -0.01
C 6.078333 4.797868 -0.570003 -0.11 -0.17 0.06
C 6.972775 5.531638 -1.562856 0.09 0.30 -0.17
C 7.633749 3.820749 1.088893 -0.01 -0.33 0.21
C 9.057754 4.108832 0.623761 0.28 0.13 0.03
H 6.297051 0.898528 0.459113 0.07 0.08 -0.01
H 7.179057 0.367925 -0.979211 0.02 0.13 0.08
H 8.055284 1.135352 0.346246 -0.15 -0.02 -0.04
H 6.008644 2.385190 -1.540589 0.02 0.31 0.09
H 7.730857 2.734594 -1.538320 0.10 -0.05 -0.13
H 5.758975 5.504457 0.206342 0.16 -0.20 0.06
H 5.152105 4.523101 -1.091540 0.06 -0.18 0.01
H 7.779233 6.068920 -1.059618 -0.03 -0.11 -0.11
H 6.383818 6.279816 -2.104959 0.05 -0.08 0.05
H 7.407764 4.859750 -2.308062 -0.02 0.04 0.11
H 7.665213 2.940196 1.742790 -0.07 0.01 -0.18
H 7.309361 4.633443 1.751787 -0.16 -0.07 -0.29
H 9.398786 3.407196 -0.143053 -0.06 0.06 0.06
H 9.745181 4.018581 1.472025 -0.09 0.00 -0.10
H 9.161066 5.124192 0.238258 0.04 -0.12 -0.07
```
Positions in Å, forces in eV/Å.

Values from the calculation:
* lowest unoccupied orbital energy: -0.221 Ha
* orbital gap: 3.6 eV
* HOMO level: -9.655 eV
* net charge: +1
* largest force on an atom: 0.2512 Eh/bohr
* calculated total energy: -3740.75536 a.u.

***

ORCA calculation (ωB97M-V/def2-TZVPD) on the ion C4H7O3 with charge -1.

The geometry in XYZ format:
```
14
Properties=species:S:1:pos:R:3:forces:R:3
O -0.251768 2.427010 -1.189518 -0.56 -0.09 0.35
C 0.113341 1.825535 -0.205660 1.29 0.06 -0.13
O 1.139969 2.386576 0.551624 -0.83 -0.18 0.28
C -0.252445 0.469893 0.276929 -0.52 -0.07 0.06
C 0.313020 -0.663826 -0.553384 -1.49 -1.48 1.39
C -0.470736 -2.068316 0.159597 2.20 1.75 0.17
O -0.608944 -1.974665 1.455767 -0.61 0.08 0.44
H 1.066243 3.325569 0.359169 0.39 0.25 -0.31
H -1.341885 0.367474 0.323875 -0.06 0.14 -0.40
H 0.030456 0.287267 1.310653 0.29 0.17 0.04
H -0.066729 -0.695218 -1.565893 0.52 0.31 -0.48
H 1.377493 -0.809714 -0.378240 0.07 0.20 -0.45
H 0.345067 -2.786627 -0.084363 -0.66 -0.63 -0.82
H -1.393084 -2.090956 -0.460562 -0.05 -0.52 -0.14
```
Positions in Å, forces in eV/Å.

Values from the calculation:
* lowest unoccupied orbital energy: 0.128 Ha
* orbital gap: 6.0 eV
* energy above the lowest of the compared OMol25 structures with the same formula, charge and spin: 52.6 kcal per mole
* HOMO level: -2.478 eV
* net charge: -1
* largest force on an atom: 0.0547 Eh/bohr
* SMILES string: O=C(O)CCC[O-]
* calculated total energy: -382.32495 a.u.